DFT (ωB97M-V/def2-TZVPD) results for a 2-piece molecular cluster, C5H10O2 overall at a distorted geometry.

Structure (ORCA input):
```
! RIJCOSX wB97M-V def2-TZVPD def2/J DEFGRID3
* xyz 0 1
C -0.9487 1.7043 -0.1192
C 2.5128 -0.5942 -0.3401
C 1.7520 -0.4423 0.9420
O -0.6633 0.5157 -0.8493
O 1.9211 0.4866 1.7246
H -1.4447 1.5365 0.8393
H -1.5536 2.3692 -0.7430
H 0.0016 2.2052 0.0895
H 1.8156 -0.5821 -1.1805
H 3.0485 -1.5459 -0.3266
H 3.2269 0.2252 -0.4505
C -1.4425 -0.5875 -0.6797
C -2.4236 -0.8216 0.1978
H -2.7531 -0.1055 0.9391
H -1.1341 -1.3464 -1.3924
H 1.0112 -1.2326 1.1518
H -2.9260 -1.7845 0.1973
*
```

Results
Relative energy (zero: lowest compared OMol25 entry of this formula, charge and spin) (eV): 2.609
SMILES: C=COC.CC=O
HOMO-LUMO gap (eV): 10.10

Here are the Mulliken charges for atoms 1 to 2, given in e:
1 C -0.80
2 C -0.85

DFT (ωB97M-V/def2-TZVPD) results for one molecule with the formula C4H8N2O2 at a distorted geometry.

Structure (ORCA input):
```
! RIJCOSX wB97M-V def2-TZVPD def2/J DEFGRID3
* xyz 0 1
O -0.7243 -0.2426 -2.0516
C -0.3317 -0.0628 -0.9233
N 0.9830 0.3601 -0.7277
C 1.7456 0.5693 0.4587
O 2.3210 1.6013 0.6578
C -1.2510 -0.3045 0.2760
C -0.7867 0.0936 1.6821
N -1.6243 -1.7237 0.2372
H 1.4120 0.7875 -1.5210
H 1.8399 -0.3237 1.0900
H -2.1266 0.3437 0.1676
H -0.1342 -0.6669 2.1155
H -0.2650 1.0472 1.5401
H -1.6119 0.2066 2.3767
H -2.5323 -1.8594 -0.1684
H -1.0033 -2.3253 -0.2870
*
```

Results
Relative energy (zero: lowest compared OMol25 entry of this formula, charge and spin) (eV): 1.501
SMILES: C[C@H](N)C(=O)NC=O
HOMO-LUMO gap (eV): 10.35

Here are the Mulliken charges for atoms 1 to 2, given in e:
1 O -0.60
2 C 0.03